(1)
Molecular formula: C23H26N2PS3Se5SnTe
Method: DFT, ωB97M-V with the def2-TZVPD basis set

```
! wB97M-V def2-TZVPD RIJCOSX def2/J DEFGRID3
* xyz -1 1
Sn 3.29 -1.29 -0.56
Se 4.99 -2.38 1.20
Se 6.83 -1.43 0.05
Te 5.70 -0.09 -1.76
Se 5.01 -1.88 -3.30
Se 0.93 -2.07 1.38
P 1.18 0.42 1.94
Se 2.93 1.16 0.85
C 1.63 0.30 3.71
C 0.61 0.18 4.66
C 0.92 -0.03 6.00
C 2.24 -0.14 6.40
C 3.26 -0.02 5.46
C 2.96 0.19 4.12
C -0.14 1.69 1.94
C 0.18 3.04 2.13
C -0.83 3.99 2.14
C -2.15 3.61 1.94
C -2.46 2.28 1.72
C -1.46 1.32 1.72
H -0.42 0.25 4.35
H 0.12 -0.12 6.72
H 2.48 -0.31 7.44
H 4.29 -0.11 5.77
H 3.75 0.27 3.38
H 1.21 3.33 2.25
H -0.58 5.03 2.29
H -2.93 4.36 1.94
H -3.49 1.98 1.54
H -1.69 0.28 1.54
S 0.96 -4.21 0.25
C -0.68 -4.07 -0.38
C -1.50 -5.19 -0.58
C -2.77 -5.04 -1.12
C -3.26 -3.79 -1.43
C -2.48 -2.66 -1.20
C -1.19 -2.80 -0.69
S -0.20 -1.37 -0.44
H -1.12 -6.16 -0.32
H -3.38 -5.92 -1.28
H -4.26 -3.68 -1.84
H -2.86 -1.67 -1.42
C -2.01 2.56 -4.28
N -1.84 1.49 -3.31
C -2.82 1.59 -2.23
C -0.49 1.46 -2.83
S 0.03 2.44 -1.59
N 0.29 0.59 -3.49
C -0.20 -0.30 -4.54
C 1.69 0.36 -3.15
H -1.88 3.55 -3.82
H -3.02 2.49 -4.71
H -1.29 2.46 -5.09
H -3.81 1.43 -2.66
H -2.79 2.56 -1.73
H -2.63 0.82 -1.49
H -1.27 -0.21 -4.64
H 0.06 -1.33 -4.26
H 0.29 -0.07 -5.48
H 1.93 0.91 -2.24
H 2.35 0.67 -3.96
H 1.83 -0.71 -2.99
*
```

Properties
DFT total energy (eV): -408908.8613
HOMO-LUMO gap (eV): 6.37
Highest occupied orbital energy (eV): -4.25
Energy relative to the best compared isomer or geometry (same formula, charge and spin) (kJ/mol): 131.8

These are the Mulliken partial charges, in e, on atoms 1 to 6: atom 1 (Sn): 1.259, atom 2 (Se): -0.441, atom 3 (Se): -0.204, atom 4 (Te): -0.206, atom 5 (Se): -0.624, atom 6 (Se): -0.086



(2)
Molecular formula: C17H40NOP3Sc
Method: DFT, ωB97M-V with the def2-TZVPD basis set

```
! wB97M-V def2-TZVPD RIJCOSX def2/J DEFGRID3
* xyz 3 1
Sc 0.04 -0.83 -0.93
P -2.14 0.08 1.65
P -2.33 0.15 -1.96
P 1.51 -0.81 1.90
H 0.39 0.80 -3.06
C 0.94 -0.16 -2.89
C 0.48 -1.48 -2.92
H -0.45 -1.84 -3.40
C -2.02 1.83 2.26
C -3.99 0.04 1.61
C -2.15 -0.75 3.31
C -2.19 0.14 -3.79
C -3.89 -0.83 -1.82
C -2.93 1.89 -1.75
C 3.31 -1.11 1.89
C 1.12 -1.75 3.44
C 1.52 0.98 2.38
H 1.95 0.04 -3.29
H 1.25 -2.27 -2.82
H -2.82 2.06 2.98
H -2.07 2.47 1.37
H -1.05 1.97 2.75
H -4.40 0.39 2.58
H -4.31 -0.99 1.42
H -4.40 0.68 0.82
H -2.54 -0.08 4.10
H -1.13 -1.06 3.57
H -2.80 -1.65 3.31
H -2.92 0.72 -4.36
H -2.19 -0.92 -4.09
H -1.23 0.58 -4.03
H -4.69 -0.30 -2.36
H -4.15 -0.93 -0.75
H -3.78 -1.81 -2.31
H -3.43 2.17 -2.70
H -2.07 2.56 -1.57
H -3.66 1.99 -0.93
H 3.63 -1.36 2.92
H 3.87 -0.26 1.51
H 3.50 -1.97 1.25
H 2.05 -2.22 3.82
H 0.41 -2.55 3.13
H 0.70 -1.08 4.20
H 2.53 1.19 2.76
H 0.75 1.22 3.13
H 1.32 1.59 1.47
C 2.92 0.54 -0.99
C 2.82 1.92 -1.17
C 3.98 2.61 -1.45
C 5.19 1.97 -1.56
C 5.34 0.63 -1.16
C 4.16 -0.14 -1.07
O 1.83 -0.09 -0.50
H -0.57 0.61 0.18
H 1.85 2.40 -1.05
H 3.89 3.66 -1.65
H 6.01 2.51 -2.05
H 6.26 0.12 -0.90
H 4.14 -1.22 -0.82
N -0.75 -2.78 -0.03
H -0.65 -2.74 1.00
H -0.20 -3.58 -0.35
H -1.74 -2.98 -0.22
*
```

Properties
DFT total energy (eV): -70352.0856
HOMO-LUMO gap (alpha / beta) (eV): 4.96 / 5.58
Highest occupied orbital energy (alpha / beta) (eV): -17.08 / -17.20
Energy relative to the best compared isomer or geometry (same formula, charge and spin) (kJ/mol): 211.4

These are the Mulliken partial charges, in e, on atoms 1 to 6: atom 1 (Sc): -0.295, atom 2 (P): 1.224, atom 3 (P): 1.088, atom 4 (P): 1.351, atom 5 (H): 0.050, atom 6 (C): -0.401



(3)
Molecular formula: C3H3
Method: DFT, ωB97M-V with the def2-TZVPD basis set

```
! wB97M-V def2-TZVPD RIJCOSX def2/J DEFGRID3
* xyz 0 2
C 0.32 -0.03 0.95
C -0.27 -0.59 -0.18
C -0.46 -0.08 -1.30
H 1.39 -0.12 1.12
H -0.30 0.49 1.69
H -0.68 0.32 -2.27
*
```

Properties
DFT total energy (eV): -3155.1026
HOMO-LUMO gap (alpha / beta) (eV): 8.51 / 10.41
Highest occupied orbital energy (alpha / beta) (eV): -7.67 / -10.19
Expectation value of S²: 0.782
Energy relative to the best compared isomer or geometry (same formula, charge and spin) (kJ/mol): 0.0

Here is what Mulliken gives for the atomic charges, in e: atom 1 (C): -0.608, atom 2 (C): -0.054, atom 3 (C): -0.275, atom 4 (H): 0.282, atom 5 (H): 0.282, atom 6 (H): 0.373



(4)
Molecular formula: C4H7NO
Method: DFT, ωB97M-V with the def2-TZVPD basis set

```
! wB97M-V def2-TZVPD RIJCOSX def2/J DEFGRID3
* xyz 0 1
C -1.01 -1.06 -0.98
N 0.21 -0.58 -0.34
C 0.26 -0.54 1.10
C 0.11 0.72 0.31
C 1.28 1.60 0.02
O 1.21 2.79 -0.13
H -1.85 -1.18 -0.28
H -0.81 -2.04 -1.44
H -1.31 -0.36 -1.76
H -0.62 -0.86 1.66
H 1.21 -0.80 1.55
H -0.86 1.22 0.34
H 2.24 1.05 -0.06
*
```

Properties
DFT total energy (eV): -7797.3757
HOMO-LUMO gap (eV): 10.56
Highest occupied orbital energy (eV): -9.64
Energy relative to the best compared isomer or geometry (same formula, charge and spin) (kJ/mol): 218.9
Structure (SMILES): CN1C[C@H]1C=O

These are the Mulliken partial charges, in e, on atoms 1 to 6: atom 1 (C): -0.818, atom 2 (N): -0.294, atom 3 (C): -0.430, atom 4 (C): 0.192, atom 5 (C): -0.264, atom 6 (O): -0.475



(5)
Molecular formula: CFN2OS
Method: DFT, ωB97M-V with the def2-TZVPD basis set

```
! wB97M-V def2-TZVPD RIJCOSX def2/J DEFGRID3
* xyz -1 1
C -0.55 1.12 1.15
N -0.73 1.07 2.32
N 0.02 0.55 -0.90
O -1.15 -0.06 -1.29
F 2.08 -1.71 -0.47
S 0.34 -0.98 -0.81
*
```

Properties
DFT total energy (eV): -19612.8954
HOMO-LUMO gap (alpha / beta) (eV): 7.77 / 7.77
Highest occupied orbital energy (alpha / beta) (eV): -5.07 / -5.07
Energy relative to the best compared isomer or geometry (same formula, charge and spin) (kJ/mol): 249.8

Here is what Mulliken gives for the atomic charges, in e: atom 1 (C): -0.047, atom 2 (N): -0.507, atom 3 (N): 0.044, atom 4 (O): -0.297, atom 5 (F): -0.556, atom 6 (S): 0.363



Among the records above, which one has the lowest energy relative to the best compared isomer or geometry (same formula, charge and spin)? C3H3



What did the fifth record say?
Molecular formula: CFN2OS
Method: DFT, ωB97M-V with the def2-TZVPD basis set

```
! wB97M-V def2-TZVPD RIJCOSX def2/J DEFGRID3
* xyz -1 1
C -0.55 1.12 1.15
N -0.73 1.07 2.32
N 0.02 0.55 -0.90
O -1.15 -0.06 -1.29
F 2.08 -1.71 -0.47
S 0.34 -0.98 -0.81
*
```

Properties
DFT total energy (eV): -19612.8954
HOMO-LUMO gap (alpha / beta) (eV): 7.77 / 7.77
Highest occupied orbital energy (alpha / beta) (eV): -5.07 / -5.07
Energy relative to the best compared isomer or geometry (same formula, charge and spin) (kJ/mol): 249.8

Here is what Mulliken gives for the atomic charges, in e: atom 1 (C): -0.047, atom 2 (N): -0.507, atom 3 (N): 0.044, atom 4 (O): -0.297, atom 5 (F): -0.556, atom 6 (S): 0.363



Among the records above, which one has the highest energy relative to the best compared isomer or geometry (same formula, charge and spin)? CFN2OS



Which value of energy relative to the best compared isomer or geometry (same formula, charge and spin) does entry 1 give? 131.8 kJ/mol